DFT (ωB97M-V/def2-TZVPD) results for a cluster of 3 separate species, C30H62IN5O4PS in total at a distorted geometry.

The geometry in ORCA input format:
```
! RIJCOSX wB97M-V def2-TZVPD def2/J DEFGRID3
* xyz 1 1
C 0.409 -0.070 1.624
C -0.588 0.284 0.540
C -0.202 0.250 -1.086
C -0.315 1.800 -1.702
C -1.640 2.290 -2.599
C -2.880 1.282 -2.972
C -4.272 1.561 -2.152
C -5.393 0.493 -2.786
C -6.098 -0.457 -1.650
C -4.988 -1.177 -0.678
N -5.528 -2.438 -0.039
C -1.623 3.887 -3.100
C -2.859 4.556 -3.947
C -3.535 5.881 -3.248
C -4.911 5.531 -2.366
I -6.725 5.390 -3.581
C -0.235 4.705 -2.649
P -0.024 6.564 -3.194
C -0.495 6.808 -5.027
C 1.892 6.867 -3.150
C 2.657 5.722 -4.099
N 0.894 4.114 -1.873
N 0.770 2.820 -1.474
S 2.140 2.209 -0.503
H 1.278 0.689 1.909
H 0.258 -1.110 2.155
H -1.655 0.638 0.866
H -1.011 -0.476 -1.568
H 0.839 -0.248 -1.294
H -3.131 1.479 -4.123
H -2.622 0.136 -2.903
H -4.182 1.479 -0.982
H -4.657 2.633 -2.511
H -4.916 -0.164 -3.628
H -6.278 1.106 -3.298
H -6.918 0.164 -1.081
H -6.646 -1.340 -2.234
H -4.043 -1.424 -1.349
H -4.656 -0.349 0.112
H -5.296 -3.279 -0.617
H -5.050 -2.601 0.890
H -3.682 3.712 -4.136
H -2.482 4.849 -5.041
H -3.784 6.656 -4.119
H -2.817 6.426 -2.465
H -4.736 4.623 -1.624
H -5.053 6.480 -1.656
H -1.522 7.410 -5.117
H 0.327 7.529 -5.504
H -0.477 5.824 -5.660
H 2.158 7.934 -3.605
H 2.302 6.755 -2.046
H 1.875 4.956 -4.527
H 3.433 5.077 -3.465
H 3.269 6.215 -4.984
H 2.830 1.212 -1.210
C 1.134 -3.706 -0.747
O 2.181 -2.749 -0.826
C 3.069 -2.792 0.302
C 4.450 -3.312 -0.124
N 4.403 -4.741 -0.452
C 5.621 -5.236 -1.103
C 5.972 -4.651 -2.485
O 5.051 -5.008 -3.517
C 3.907 -4.168 -3.602
H 0.425 -3.501 -1.555
H 1.522 -4.719 -0.882
H 0.603 -3.632 0.205
H 2.656 -3.375 1.131
H 3.180 -1.758 0.648
H 5.161 -3.155 0.696
H 4.779 -2.721 -0.984
H 3.617 -4.912 -1.075
H 5.492 -6.318 -1.220
H 6.470 -5.094 -0.424
H 6.933 -5.086 -2.784
H 6.132 -3.566 -2.458
H 4.121 -3.135 -3.311
H 3.096 -4.578 -2.998
H 3.565 -4.166 -4.641
C 2.982 -3.859 7.367
O 1.741 -3.640 8.025
C 1.638 -2.334 8.613
C 0.597 -1.489 7.862
N 1.075 -1.119 6.525
C 0.037 -0.535 5.670
C -1.157 -1.433 5.293
O -0.813 -2.530 4.444
C -0.339 -3.680 5.133
H 3.037 -4.915 7.091
H 3.047 -3.263 6.454
H 3.823 -3.630 8.026
H 2.607 -1.827 8.666
H 1.287 -2.483 9.640
H 0.392 -0.578 8.436
H -0.326 -2.074 7.802
H 1.439 -1.949 6.062
H 0.535 -0.231 4.742
H -0.336 0.384 6.140
H -1.852 -0.816 4.711
H -1.725 -1.774 6.167
H -0.795 -3.797 6.120
H 0.749 -3.646 5.212
H -0.590 -4.560 4.533
*
```

Summary:
- largest force on an atom (eV Å⁻¹) = 5.34
- LUMO (eV) = -4.4
- energy (eV) = -75954.66052
- frontier orbital gap (eV) = 5.887
- relative energy (zero: lowest compared OMol25 entry of this formula, charge and spin) (kJ/mol) = 1278.5